Here is an isolated molecule of C5H3NO in a non-equilibrium geometry from OMol25. Energies are from ωB97M-V with the def2-TZVPD basis set.

## Properties
Charge ... 0
Energy relative to the best compared isomer or geometry (same formula, charge and spin) ... 2.2099 eV
LUMO energy ... -0.47 eV
SMILES ... C#CCC(=O)C#N
Frontier orbital gap ... 10.202 eV

Geometry as XYZ:
```
10
Properties=species:S:1:pos:R:3:forces:R:3:mulliken_charge:R:1
O 1.350136 -0.702385 -0.206150 -0.189 0.626 0.075 -0.4190
C 0.763472 0.339733 -0.073500 0.306 -0.396 -0.039 0.5645
C -0.739121 0.458074 0.230967 0.087 -0.064 -0.003 -0.4240
C -1.259066 -0.889301 0.023833 0.251 -0.693 0.009 -0.4859
C -1.101013 -2.075883 -0.111076 -0.262 0.436 0.071 0.0299
C 1.573302 1.563722 -0.213240 0.775 0.851 -0.108 0.0649
N 2.343507 2.413655 -0.361546 -0.884 -0.626 0.177 -0.3440
H -1.207191 1.257558 -0.356973 0.157 -0.245 -0.017 0.3691
H -0.851810 0.747611 1.285011 0.112 0.055 -0.133 0.2751
H -0.872217 -3.112784 -0.217325 -0.353 0.056 -0.031 0.3695
```
Positions in Å, forces in eV/Å.

=====

Here is a cluster of 2 separate species, C6H13FO3 in total in a non-equilibrium geometry from OMol25. Energies are from ωB97M-V with the def2-TZVPD basis set.

## Properties
Charge ... 0
Energy relative to the best compared isomer or geometry (same formula, charge and spin) ... 4.1737 eV
LUMO energy (spin up / spin down) ... 0.68 / 0.87 eV
Frontier orbital gap (spin up / spin down) ... 6.522 / 8.117 eV

Geometry as XYZ:
```
23
Properties=species:S:1:pos:R:3:forces:R:3:mulliken_charge:R:1
C -0.647009 -2.778788 -0.336235 0.636 -0.311 -0.754 -1.2515
C 2.089988 0.824302 1.573866 -2.102 -1.867 -1.209 -0.6502
C -2.289687 0.791597 1.073837 2.136 2.493 2.726 -0.4992
C 0.359266 1.789134 -2.046819 0.699 -0.187 -1.306 -0.5882
C -0.127753 -1.403139 -0.711678 -0.566 0.510 -0.502 0.0591
C 0.064122 1.321547 0.286419 0.165 -3.175 1.347 0.7008
O 0.686008 1.154585 1.519944 -1.583 0.592 -0.907 -0.3478
O -1.266873 1.564572 0.349933 1.891 0.256 -0.599 -0.2735
O 0.829864 1.788986 -0.724875 0.240 0.190 2.704 -0.3315
F -1.015647 -0.831322 -1.684092 0.530 -0.403 0.361 -0.3105
H -1.695651 -2.720801 -0.071286 -0.166 -0.079 0.212 0.2981
H -0.536501 -3.613613 -1.109512 -0.151 1.253 0.406 0.3040
H -0.056049 -3.148828 0.492726 -0.053 0.005 0.485 0.3387
H 2.417996 0.747143 2.579649 -0.179 -0.060 0.966 0.2287
H 2.481213 1.651113 1.118185 2.169 1.601 -1.315 0.3389
H 2.225545 -0.144282 1.031084 0.181 0.833 0.295 0.2326
H -2.176852 -0.252172 1.051622 0.286 -1.431 -1.069 0.1994
H -3.096143 1.262330 0.548924 -1.168 -0.519 0.603 0.2602
H -2.169107 0.998133 2.254150 -0.653 0.140 -2.724 0.2116
H 0.588304 2.792374 -2.469681 -0.381 -0.655 0.273 0.2483
H -0.686962 1.594836 -1.927351 -0.617 -0.152 -1.064 0.3183
H 0.930956 1.012949 -2.676870 -1.107 0.961 1.113 0.1951
H 0.887136 -1.384977 -1.122086 -0.208 0.006 -0.042 0.3188
```
Positions in Å, forces in eV/Å.

=====

What is the energy relative to the best compared isomer or geometry (same formula, charge and spin) in the first record? 2.2099 eV